*A*
4 unconnected molecules or ions with the total composition C3H14O4. Source: the OMol25 dataset; level of theory: the ωB97M-V functional and the def2-TZVPD basis.

## Properties
orbital gap: 9.828 eV
charge: 0

```
21
C3H14O4 | the OMol25 dataset | the ωB97M-V functional and the def2-TZVPD basis
C -18.101 36.474 -9.553
C -17.578 35.477 -8.516
O -16.619 34.589 -9.060
H -19.030 36.919 -9.189
H -18.342 35.913 -10.465
H -17.406 37.232 -9.914
H -18.469 34.913 -8.205
H -17.065 35.986 -7.702
H -16.971 34.076 -9.803
C -21.493 32.828 -10.327
O -20.881 34.090 -10.433
H -21.091 32.240 -9.490
H -22.559 32.919 -10.144
H -21.307 32.235 -11.228
H -19.941 34.029 -10.638
O -18.070 32.911 -10.844
H -18.399 32.055 -10.539
H -17.878 32.784 -11.783
O -21.966 36.518 -9.364
H -21.773 36.340 -8.438
H -21.650 35.725 -9.839
```

---

*B*
5 unconnected molecules or ions with the total composition C3H14O4. Source: the OMol25 dataset; level of theory: the ωB97M-V functional and the def2-TZVPD basis.

## Properties
orbital gap: 9.078 eV
charge: 0

```
21
C3H14O4 | the OMol25 dataset | the ωB97M-V functional and the def2-TZVPD basis
C 0.982 0.186 -0.240
O 0.166 1.951 2.259
C -0.061 0.582 -1.064
C 1.364 1.460 -1.388
H 1.638 -0.669 -0.353
H 0.984 0.507 0.802
H -0.554 1.291 2.072
H -0.445 0.021 -1.901
H -0.708 1.168 -0.416
H 1.205 2.514 -1.201
H 2.428 1.237 -1.344
H 1.246 1.285 -2.461
H -0.502 -2.899 1.418
H -0.693 -1.303 1.059
O -0.213 -2.265 0.758
H -0.801 -2.191 -0.797
H -1.938 -2.406 -1.906
O -1.173 -1.882 -1.669
H 0.418 1.867 3.179
H -2.138 -0.295 1.699
O -1.206 -0.160 1.493
```

---

So which one is most stable? That would be *A*, about 3.078 eV below the next structure.

---

*A*
2 unconnected molecules or ions with the total composition C3H6N2O2S. Source: the OMol25 dataset; level of theory: the ωB97M-V functional and the def2-TZVPD basis.

## Properties
orbital gap: 7.828 eV
charge: 0

```
14
C3H6N2O2S | the OMol25 dataset | the ωB97M-V functional and the def2-TZVPD basis
O -1.909 -0.471 -0.206
C -0.718 -0.663 -0.736
C 0.423 -0.937 -0.080
O 0.421 -1.009 1.303
S 1.943 -1.383 -0.902
H -1.778 -0.330 0.840
H -0.698 -0.554 -1.858
H 1.424 -0.967 1.661
H 1.266 -1.051 -2.050
N -1.010 2.450 1.002
C 0.080 2.229 0.534
N 1.058 1.906 -0.086
H -1.531 3.250 0.920
H 1.962 2.008 0.229
```

---

*B*
A single C3H6N2O2S molecule. Source: the OMol25 dataset; level of theory: the ωB97M-V functional and the def2-TZVPD basis.

## Properties
orbital gap: 9.137 eV
charge: 0

```
14
C3H6N2O2S | the OMol25 dataset | the ωB97M-V functional and the def2-TZVPD basis
C 2.292 -0.747 0.176
N 0.917 -0.444 -0.190
O 0.098 -1.454 0.338
C 0.463 0.849 -0.029
N -0.711 1.338 -0.099
O -1.666 0.337 -0.394
C -2.930 0.699 -0.194
S -3.538 2.043 0.446
H 2.418 -0.857 1.261
H 2.581 -1.684 -0.300
H 2.951 0.046 -0.221
H -0.571 -1.588 -0.348
H 1.230 1.593 0.094
H -3.531 -0.131 -0.539
```

---

*C*
A single C3H6N2O2S molecule. Source: the OMol25 dataset; level of theory: the ωB97M-V functional and the def2-TZVPD basis.

## Properties
orbital gap: 9.485 eV
charge: 0

```
14
C3H6N2O2S | the OMol25 dataset | the ωB97M-V functional and the def2-TZVPD basis
C 2.001 -0.391 0.109
N 1.381 0.694 0.839
C 0.071 0.977 0.807
S -0.629 2.211 1.672
O -0.557 0.115 -0.013
C -1.905 0.197 -0.205
N -2.505 -0.579 -1.008
O -1.647 -1.479 -1.613
H 1.763 -0.336 -0.948
H 1.660 -1.367 0.489
H 3.092 -0.322 0.263
H 1.948 1.285 1.449
H -2.438 0.983 0.320
H -2.236 -1.989 -2.161
```

---

*D*
A single C3H6N2O2S molecule. Source: the OMol25 dataset; level of theory: the ωB97M-V functional and the def2-TZVPD basis.

## Properties
orbital gap: 9.557 eV
charge: 0

```
14
C3H6N2O2S | the OMol25 dataset | the ωB97M-V functional and the def2-TZVPD basis
C -1.671 -0.511 -1.143
C -1.244 -0.693 0.211
O 0.149 -1.163 0.201
S 1.144 -0.966 1.459
O 1.274 0.599 1.794
N 2.188 1.442 0.989
C 2.163 1.042 -0.296
N 2.127 0.679 -1.372
H -2.752 -0.387 -1.096
H -1.064 0.279 -1.631
H -1.451 -1.438 -1.674
H -1.827 -1.568 0.625
H -1.115 0.256 0.780
H 2.078 2.427 1.153
```

---

So which one is most stable? That would be *C*, about 0.899 eV below the next structure.

---

*A*
A single CH2FPS2 molecule. Source: the OMol25 dataset; level of theory: the ωB97M-V functional and the def2-TZVPD basis.

## Properties
orbital gap: 8.294 eV
charge: 0

```
7
CH2FPS2 | the OMol25 dataset | the ωB97M-V functional and the def2-TZVPD basis
C 2.234 -0.159 0.153
F 1.989 -0.069 1.449
P -1.040 0.046 -0.274
S -1.793 1.796 -0.273
S 1.017 0.091 -1.085
H -0.721 -0.567 0.885
H -1.687 -1.139 -0.855
```

---

*B*
A molecular structure, CH2FPS2. Source: the OMol25 dataset; level of theory: the ωB97M-V functional and the def2-TZVPD basis.

## Properties
orbital gap (alpha / beta): 8.013 / 8.014 eV
charge: 0

```
7
CH2FPS2 | the OMol25 dataset | the ωB97M-V functional and the def2-TZVPD basis
C 1.523 0.551 0.884
F 0.586 0.825 1.726
P -1.567 -0.393 -0.296
S 3.050 0.896 0.825
S 0.377 -0.716 -0.851
H -2.029 -1.562 -0.901
H -1.940 0.398 -1.388
```

---

So which one is most stable? That would be *B*, about 0.419 eV below the next structure.

---

*A*
2 unconnected molecules or ions with the total composition C2H9N2. Source: the OMol25 dataset; level of theory: the ωB97M-V functional and the def2-TZVPD basis.

## Properties
⟨S²⟩: 0.751
orbital gap (alpha / beta): 4.133 / 10.829 eV
charge: 0
multiplicity: 2

```
13
C2H9N2 | the OMol25 dataset | the ωB97M-V functional and the def2-TZVPD basis
N 0.381 -1.634 1.147
H 1.677 1.542 -0.346
H -0.575 -1.771 1.481
H 0.695 -2.553 0.825
H 0.879 -1.468 2.017
C -1.165 0.259 -1.329
C -0.403 1.217 -0.828
N 0.767 1.016 0.040
H -1.219 -0.789 -1.060
H -1.892 0.451 -2.115
H -0.561 2.279 -0.983
H 0.829 -0.019 0.212
H 0.588 1.470 0.940
```

---

*B*
2 unconnected molecules or ions with the total composition C2H9N2. Source: the OMol25 dataset; level of theory: the ωB97M-V functional and the def2-TZVPD basis.

## Properties
⟨S²⟩: 0.755
orbital gap (alpha / beta): 9.744 / 8.369 eV
charge: 0
multiplicity: 2

```
13
C2H9N2 | the OMol25 dataset | the ωB97M-V functional and the def2-TZVPD basis
C 0.077 1.174 0.615
N -1.124 0.432 1.096
C 0.574 0.631 -0.704
N 0.314 -1.953 -0.363
H -0.239 2.227 0.500
H 0.771 1.121 1.453
H -1.231 -0.493 0.721
H -1.990 0.936 0.977
H 0.457 -0.843 -0.448
H 0.094 1.074 -1.572
H 1.067 -2.624 -0.356
H -0.405 -2.316 -0.977
H 1.635 0.635 -0.944
```

---

So which one is most stable? That would be *B*, about 0.968 eV below the next structure.

---

*A*
A single C24H36N2O4 molecule. Source: the OMol25 dataset; level of theory: the ωB97M-V functional and the def2-TZVPD basis.

## Properties
orbital gap: 9.278 eV
charge: 0

```
66
C24H36N2O4 | the OMol25 dataset | the ωB97M-V functional and the def2-TZVPD basis
C -5.748 -1.573 0.210
O -5.322 -2.750 -0.437
C -6.149 -3.115 -1.522
C -6.088 -2.130 -2.697
O -7.086 -1.535 -3.064
N -4.889 -1.969 -3.290
C -3.670 -2.665 -2.922
C -2.450 -1.791 -3.226
C -2.795 -0.329 -2.924
O -1.673 0.521 -3.067
C -0.737 0.596 -2.082
C 0.321 1.472 -2.337
C 1.335 1.635 -1.420
C 1.319 0.930 -0.218
C 2.353 1.154 0.837
O 2.039 1.514 1.959
N 3.648 0.971 0.482
C 4.093 0.356 -0.742
C 4.669 1.260 1.472
C 4.949 0.056 2.375
C 6.001 0.346 3.445
C 5.603 1.448 4.423
C 4.275 1.197 5.144
C 4.339 2.054 6.419
C 5.815 2.461 6.588
C 6.585 1.602 5.586
C 0.252 0.084 0.046
C -0.762 -0.100 -0.878
C -3.853 0.154 -3.928
C -4.745 -1.014 -4.370
H -5.049 -1.401 1.027
H -5.740 -0.714 -0.469
H -6.760 -1.690 0.612
H -5.816 -4.106 -1.843
H -7.199 -3.172 -1.205
H -3.599 -3.609 -3.479
H -3.698 -2.892 -1.856
H -1.604 -2.119 -2.621
H -2.155 -1.867 -4.274
H -3.195 -0.255 -1.903
H 0.318 2.018 -3.267
H 2.138 2.328 -1.627
H 3.250 -0.061 -1.288
H 4.603 1.086 -1.380
H 4.795 -0.449 -0.515
H 5.578 1.574 0.952
H 4.295 2.086 2.079
H 5.291 -0.783 1.763
H 4.012 -0.235 2.850
H 6.179 -0.575 4.007
H 6.942 0.622 2.961
H 5.549 2.403 3.894
H 3.416 1.451 4.525
H 4.206 0.140 5.406
H 3.987 1.489 7.281
H 3.708 2.937 6.326
H 5.943 3.516 6.341
H 6.167 2.313 7.609
H 7.528 2.058 5.285
H 6.799 0.621 6.015
H 0.220 -0.442 0.988
H -1.566 -0.777 -0.635
H -4.453 0.942 -3.473
H -3.338 0.577 -4.790
H -4.314 -1.527 -5.234
H -5.744 -0.662 -4.633
```

---

*B*
A single C24H36N2O4 molecule. Source: the OMol25 dataset; level of theory: the ωB97M-V functional and the def2-TZVPD basis.

## Properties
orbital gap: 8.894 eV
charge: 0

```
66
C24H36N2O4 | the OMol25 dataset | the ωB97M-V functional and the def2-TZVPD basis
C -2.096 -3.035 -1.294
O -0.843 -2.491 -1.639
C -0.528 -1.191 -1.373
C 0.617 -0.749 -2.030
C 1.110 0.529 -1.864
C 0.460 1.399 -1.005
C 0.922 2.816 -0.835
O 0.492 3.711 -1.540
N 1.821 3.028 0.155
C 2.355 4.356 0.354
C 2.352 1.974 0.989
C 3.650 1.376 0.437
C 4.098 0.169 1.256
C 5.305 -0.533 0.636
C 5.872 -1.634 1.542
C 6.563 -2.581 0.569
C 5.567 -2.661 -0.586
C 4.980 -1.245 -0.695
C -0.692 0.980 -0.354
C -1.208 -0.300 -0.518
O -2.331 -0.752 0.126
C -3.129 0.139 0.887
C -4.083 -0.722 1.723
C -5.125 -1.411 0.843
N -5.836 -0.434 0.046
C -7.132 -0.152 0.333
C -7.787 0.948 -0.477
O -7.744 -0.773 1.181
C -4.962 0.310 -0.827
C -3.934 1.094 -0.006
H -2.231 -3.097 -0.212
H -2.095 -4.039 -1.718
H -2.916 -2.461 -1.733
H 1.108 -1.451 -2.686
H 1.983 0.849 -2.412
H 1.865 5.021 -0.355
H 2.153 4.696 1.372
H 3.432 4.371 0.179
H 2.529 2.387 1.987
H 1.605 1.181 1.075
H 4.437 2.132 0.437
H 3.478 1.070 -0.595
H 3.272 -0.542 1.331
H 4.352 0.493 2.268
H 6.087 0.213 0.464
H 6.546 -1.238 2.301
H 5.055 -2.154 2.045
H 6.776 -3.556 1.007
H 7.502 -2.143 0.228
H 6.035 -2.986 -1.514
H 4.780 -3.374 -0.337
H 5.423 -0.708 -1.533
H 3.903 -1.288 -0.861
H -1.182 1.684 0.300
H -2.491 0.715 1.573
H -3.509 -1.473 2.266
H -4.587 -0.079 2.446
H -5.858 -1.934 1.459
H -4.634 -2.125 0.175
H -7.765 0.712 -1.539
H -7.293 1.902 -0.309
H -8.822 1.025 -0.155
H -5.528 0.986 -1.464
H -4.432 -0.404 -1.470
H -3.270 1.633 -0.683
H -4.445 1.818 0.631
```

---

So which one is most stable? That would be *B*, about 0.223 eV below the next structure.